Molecular formula: C50H45FN2O2P2STi
Method: DFT, ωB97M-V with the def2-TZVPD basis set

Computed properties:
* Kohn-Sham gap: 7.362 eV
* maximum force: 0.2 eV/Å
* E_HOMO: -0.5000 hartree
* ΔE to the lowest compared entry with this formula, charge and spin: 5.6 kcal/mol
* E_tot: -4222.16261 Eh

The geometry in ORCA input format:
```
! wB97M-V def2-TZVPD RIJCOSX def2/J DEFGRID3
* xyz 2 1
Ti -0.15 0.55 0.98
S 0.19 0.43 5.57
P -2.23 0.96 -0.43
P 1.98 0.80 -0.43
F -0.44 -5.45 -0.12
O -0.01 2.56 -1.46
O -0.11 2.58 1.27
N 0.31 0.31 2.81
N -0.11 4.69 2.06
C -0.25 -4.14 0.05
C -3.06 -0.54 3.24
C 1.05 0.03 -2.94
C -2.34 2.64 -1.05
C 4.43 -1.82 1.44
C 0.12 -1.40 0.42
C 1.27 4.56 -1.81
C 0.49 -2.34 1.41
C -2.42 5.24 -2.00
C 0.52 5.75 2.85
C -0.41 -1.92 -0.78
C 2.51 5.18 -1.69
C -2.90 0.05 -2.92
C 2.26 2.55 -0.84
C -3.60 4.62 -1.59
C -1.20 4.58 -1.98
C -3.48 0.55 3.97
C 2.13 0.01 -2.06
C 0.25 0.36 4.01
C 3.62 4.50 -1.20
C 0.44 3.50 1.95
C 0.19 4.79 -4.02
C 1.75 3.26 2.63
C 5.01 0.34 2.31
C -1.42 5.01 1.49
C 4.08 0.93 1.47
C 0.09 6.71 -2.42
C -2.76 -0.41 1.88
C -4.12 -1.02 -1.13
C 5.19 -1.04 2.29
C -1.18 3.28 -1.50
C 0.09 5.19 -2.53
C -3.55 -0.76 -3.84
C -3.56 3.32 -1.13
C 1.18 3.26 -1.36
C 3.31 0.15 0.61
C 3.50 -1.24 0.60
C -2.90 0.84 1.25
C 3.50 3.18 -0.80
C 3.36 -0.49 -2.48
C -3.18 -0.08 -1.56
C 1.19 -0.47 -4.22
C 2.41 -0.98 -4.64
C 0.30 -3.70 1.24
C -3.61 1.79 3.35
C -0.61 -3.28 -0.97
C -3.32 1.94 2.01
C -4.76 -1.82 -2.06
C -4.47 -1.69 -3.41
C 3.49 -0.99 -3.77
H 0.21 3.70 -4.14
H 4.38 2.64 -0.48
H 3.96 2.00 1.50
H -0.73 7.14 -3.00
H 2.64 6.20 -2.02
H -3.34 -0.65 -4.90
H -3.44 2.91 1.53
H 4.57 -2.90 1.41
H 4.45 -1.38 -4.10
H 0.58 -4.41 2.00
H -0.01 7.04 -1.38
H 1.11 5.19 -4.45
H -0.66 5.18 -4.58
H 0.35 -0.45 -4.90
H 1.00 7.13 -2.83
H 4.22 -0.49 -1.82
H -4.98 -2.32 -4.13
H 2.02 2.21 2.54
H -1.03 -3.66 -1.89
H -4.54 5.15 -1.65
H -3.70 0.45 5.02
H -5.50 -2.54 -1.72
H 5.61 0.95 2.97
H 5.92 -1.50 2.94
H -2.96 -1.51 3.71
H -2.45 -1.28 1.31
H 2.52 -1.37 -5.64
H -0.68 -1.26 -1.60
H 0.93 -2.00 2.33
H 2.91 -1.86 -0.07
H -1.75 4.20 0.85
H -2.48 6.26 -2.37
H 0.10 0.45 -2.62
H -2.14 5.17 2.29
H 0.53 5.50 3.91
H -2.19 0.80 -3.26
H 2.53 3.88 2.17
H 1.69 3.52 3.68
H 4.58 4.99 -1.16
H 1.54 5.93 2.51
H -3.96 2.64 3.92
H -4.47 2.82 -0.83
H -4.36 -1.11 -0.08
H -0.05 6.66 2.71
H -1.33 5.92 0.90
*
```

These are the Löwdin partial charges, in e, on atoms 1 to 8:
1. Ti 0.875
2. S 0.792
3. P 1.097
4. P 1.123
5. F 0.105
6. O -0.049
7. O -0.143
8. N -0.054